Arrangement 1

ORCA calculation (wB97M-V/def2-TZVPD) on 2 unconnected molecules or ions with the total composition CH4N2O2S.

Computed properties:
Highest occupied orbital energy = -8.53 eV

Geometry (Å):
C (0.34, -0.31, 0.04)
H (-2.72, -0.35, 0.87)
H (-1.31, -1.71, -0.46)
H (-0.02, 1.81, -0.16)
H (2.42, 0.46, 0.37)
N (-0.86, -0.73, -0.16)
N (0.57, 1.01, -0.02)
O (-1.99, -0.03, -0.20)
O (1.95, 1.38, -0.19)
S (1.63, -1.53, -0.09)


Arrangement 2

ORCA calculation (wB97M-V/def2-TZVPD) on CH4N2O2S in the gas phase.

Computed properties:
SMILES string = ONC(=S)NO
Highest occupied orbital energy = -9.47 eV

Geometry (Å):
O (1.26, 0.46, -1.73)
N (1.11, 0.10, -0.15)
C (-0.17, 0.60, 0.11)
S (-0.94, 1.94, -0.60)
N (-0.85, -0.16, 1.06)
O (-0.49, -1.55, 0.94)
H (0.93, 1.45, -1.66)
H (0.90, -1.04, -0.51)
H (-1.81, -0.10, 0.87)
H (0.08, -1.70, 1.67)


Name the least stable of them. arrangement 1.


Arrangement 1

ORCA calculation (wB97M-V/def2-TZVPD) on a molecular structure, CH4N2O2S.

Computed properties:
Highest occupied orbital energy (alpha / beta) = -8.13 / -8.13 eV

Geometry (Å):
C (-0.01, -0.27, 0.03)
N (-0.22, -1.35, -0.69)
N (-0.32, 0.59, 0.80)
O (2.24, 0.76, -1.85)
O (-1.63, 0.96, 1.33)
S (2.30, 0.34, -0.20)
H (0.40, -1.68, -1.29)
H (-0.94, -2.04, -0.33)
H (2.12, 1.69, -1.61)
H (-1.26, 1.60, 2.05)


Arrangement 2

ORCA calculation (wB97M-V/def2-TZVPD) on CH4N2O2S in the gas phase.

Computed properties:
Highest occupied orbital energy = -9.93 eV

Geometry (Å):
C (-0.82, 0.86, -0.04)
N (-0.08, 0.45, -0.96)
N (0.89, -1.23, 0.67)
O (1.61, -1.31, -1.89)
O (-1.40, 2.09, -0.01)
S (0.44, -1.24, -1.06)
H (-1.31, 0.16, 0.79)
H (-2.08, 2.09, 0.62)
H (0.91, -0.28, 0.96)
H (1.84, -1.59, 0.91)


Name the least stable of them. arrangement 1.


Arrangement 1

ORCA calculation (wB97M-V/def2-TZVPD) on CH4N2O2S in the gas phase.

Computed properties:
Highest occupied orbital energy (alpha / beta) = -8.04 / -8.04 eV

Geometry (Å):
C (1.44, 0.71, -0.21)
N (0.58, -0.54, -0.36)
N (-0.69, -0.62, -0.26)
O (-3.04, 0.01, 0.33)
O (2.61, 0.56, 0.25)
S (-1.65, 0.65, -0.24)
H (-3.00, -0.16, 1.28)
H (0.71, 1.31, 0.42)
H (1.36, 1.16, -1.24)
H (1.06, -1.44, -0.28)


Arrangement 2

ORCA calculation (wB97M-V/def2-TZVPD) on CH4N2O2S in the gas phase.

Computed properties:
SMILES string = CN1NS1(=O)=O
Highest occupied orbital energy = -10.34 eV

Geometry (Å):
C (-0.19, -0.34, -0.36)
N (0.70, 0.75, -0.51)
N (1.21, 0.75, 1.00)
S (2.38, -0.02, 0.03)
O (3.55, 0.61, -0.46)
O (2.44, -1.50, 0.10)
H (-0.36, -1.03, -1.18)
H (0.09, -0.91, 0.54)
H (-1.28, 0.13, -0.11)
H (1.54, 1.69, 1.38)


Name the least stable of them. arrangement 2.


Arrangement 1

ORCA calculation (wB97M-V/def2-TZVPD) on CH3N5 in the gas phase.

Computed properties:
SMILES string = Nc1nn[nH]n1
Highest occupied orbital energy = -9.23 eV

Geometry (Å):
N (-1.72, 0.02, 0.27)
C (-0.37, -0.09, 0.09)
N (0.16, 1.02, -0.50)
N (1.43, 0.86, -0.50)
N (1.65, -0.30, 0.04)
N (0.55, -0.97, 0.44)
H (-2.36, -0.75, 0.27)
H (-1.93, 0.85, -0.27)
H (2.59, -0.64, 0.15)


Arrangement 2

ORCA calculation (wB97M-V/def2-TZVPD) on CH3N5 in the gas phase.

Computed properties:
SMILES string = N=c1[nH]nn[nH]1
Highest occupied orbital energy = -8.99 eV

Geometry (Å):
N (0.90, -1.42, -0.27)
C (0.24, -0.34, -0.07)
N (-0.74, 0.05, 0.74)
N (-1.13, 1.33, 0.42)
N (-0.46, 1.71, -0.52)
N (0.57, 0.64, -0.82)
H (0.48, -1.93, 0.52)
H (-1.43, -0.74, 1.11)
H (1.56, 0.71, -1.12)


Arrangement 3

ORCA calculation (wB97M-V/def2-TZVPD) on CH3N5 in the gas phase.

Computed properties:
SMILES string = Nc1nn[nH]n1
Highest occupied orbital energy = -9.07 eV

Geometry (Å):
N (-1.72, 0.01, 0.23)
C (-0.39, -0.17, 0.12)
N (0.08, 0.97, -0.47)
N (1.35, 0.88, -0.48)
N (1.63, -0.28, 0.04)
N (0.56, -1.01, 0.44)
H (-2.40, -0.74, 0.30)
H (-1.68, 0.91, -0.30)
H (2.58, -0.57, 0.12)


Name the least stable of them. arrangement 2.


Arrangement 1

ORCA calculation (wB97M-V/def2-TZVPD) on a molecular structure, C10H9NO2.

Computed properties:
Highest occupied orbital energy (alpha / beta) = -7.17 / -7.17 eV

Geometry (Å):
C (3.48, -1.34, -0.04)
C (0.94, -1.72, 0.02)
C (4.47, -0.47, 0.12)
C (2.08, -0.96, 0.02)
C (2.92, 1.17, 0.23)
C (1.78, 0.53, 0.36)
C (-0.28, -0.97, 0.18)
C (-0.16, 0.33, 0.54)
C (-2.64, -1.07, 0.30)
C (-0.98, 2.38, -0.21)
N (4.13, 0.87, 0.19)
O (-1.40, -1.65, 0.08)
O (-0.87, 1.43, 0.78)
H (3.76, -2.37, -0.05)
H (1.07, -2.83, -0.06)
H (5.40, -0.84, 0.23)
H (-2.69, -0.15, 0.78)
H (-3.22, -1.75, 1.00)
H (-3.37, -0.91, -0.47)
H (-1.18, 3.37, 0.24)
H (-1.74, 2.16, -1.06)
H (0.01, 2.29, -0.59)


Arrangement 2

ORCA calculation (wB97M-V/def2-TZVPD) on C10H9NO2 in the gas phase.

Computed properties:
SMILES string = O=C1CCC(=O)N1c1ccccc1
Highest occupied orbital energy = -9.36 eV

Geometry (Å):
O (-0.87, 2.16, 0.35)
C (-1.35, 1.07, 0.28)
C (-2.83, 0.94, 0.19)
C (-3.01, -0.67, 0.16)
C (-1.58, -1.08, -0.21)
O (-1.39, -2.20, -0.62)
N (-0.68, -0.13, -0.26)
C (0.77, 0.01, -0.12)
C (1.38, -1.05, 0.38)
C (2.68, -1.18, 0.61)
C (3.46, -0.14, 0.19)
C (2.96, 0.93, -0.52)
C (1.45, 1.16, -0.57)
H (-3.25, 1.83, -0.62)
H (-3.35, 1.54, 1.01)
H (-3.95, -0.96, -0.63)
H (-3.35, -1.00, 1.21)
H (0.53, -1.86, 0.70)
H (3.24, -1.74, 1.38)
H (4.62, -0.34, 0.17)
H (3.69, 1.60, -0.89)
H (1.09, 2.22, -0.74)


Name the least stable of them. arrangement 1.


Arrangement 1

ORCA calculation (wB97M-V/def2-TZVPD) on a gas-phase ion, C2H3Cl3NO (charge -1).

Computed properties:
SMILES string = [O-]NCC(Cl)(Cl)Cl
Total charge = -1
Highest occupied orbital energy (alpha / beta) = -2.10 / -5.05 eV

Geometry (Å):
O (1.98, -0.31, 1.22)
N (1.56, -0.05, 0.02)
C (0.18, -0.64, -0.21)
C (-0.86, 0.43, -0.07)
Cl (-2.77, -0.59, -0.46)
Cl (-0.77, 1.12, 1.55)
Cl (-0.63, 1.67, -1.27)
H (1.38, 0.98, -0.10)
H (0.02, -1.09, -1.16)
H (-0.10, -1.52, 0.49)


Arrangement 2

ORCA calculation (wB97M-V/def2-TZVPD) on a molecular structure, C2H3Cl3NO.

Computed properties:
Total charge = -1
Highest occupied orbital energy = -3.71 eV

Geometry (Å):
C (0.18, 0.61, -0.54)
C (-0.95, 0.13, 0.05)
N (1.77, -0.57, 0.55)
O (2.28, -1.56, -0.03)
Cl (-2.75, 1.47, -0.51)
Cl (-1.57, -1.34, -0.48)
Cl (-1.08, 0.26, 1.65)
H (0.76, 1.51, -0.25)
H (0.52, 0.38, -1.56)
H (0.84, -0.88, 1.12)


Name the least stable of them. arrangement 2.